(1)
Entry from the OMol25 dataset: a structure of composition C39H32FeOP2S3Sb (wB97M-V/def2-TZVPD).

## Properties
* HOMO (spin up / spin down): -0.3662 / -0.3700 hartree
* ⟨S²⟩: 6.149
* charge: +1
* 2S+1: 5
* LUMO level (spin up / spin down): -4.76 / -4.27 eV

Each line ends with the Löwdin spin population.
Atoms and positions in Å:
Fe (-0.31, 0.03, 0.47)  2.928
S (0.22, -3.82, 2.52)  0.035
Sb (-1.31, -2.92, 1.17)  0.053
S (-1.61, -0.59, 2.10)  0.510
S (0.19, -1.71, -0.60)  0.349
C (-2.09, 4.49, 3.86)  0.000
C (-1.29, 4.53, 2.55)  0.000
C (-0.98, 5.99, 2.19)  0.000
C (-2.11, 3.90, 1.44)  0.001
C (-3.37, 4.41, 1.10)  -0.001
C (-4.16, 3.85, 0.12)  0.000
C (-3.71, 2.73, -0.57)  -0.002
C (-2.47, 2.20, -0.27)  -0.004
P (-1.77, 0.75, -1.09)  0.017
C (-3.15, -0.19, -1.76)  0.004
C (-3.57, -0.03, -3.08)  0.000
C (-4.69, -0.72, -3.52)  0.000
C (-5.38, -1.56, -2.66)  -0.001
C (-4.96, -1.72, -1.34)  0.000
C (-3.84, -1.04, -0.89)  0.001
C (-0.81, 1.41, -2.48)  0.007
C (-0.19, 0.51, -3.35)  0.006
C (0.54, 0.99, -4.43)  0.000
C (0.66, 2.36, -4.63)  0.003
C (0.06, 3.26, -3.76)  0.000
C (-0.68, 2.78, -2.68)  0.003
C (-1.71, 2.79, 0.73)  0.000
O (-0.47, 2.16, 0.99)  0.028
C (0.36, 2.66, 2.00)  0.001
C (1.53, 1.95, 2.19)  -0.003
C (2.41, 2.35, 3.19)  -0.001
C (2.10, 3.47, 3.95)  0.000
C (0.93, 4.15, 3.73)  0.000
C (0.01, 3.77, 2.74)  0.001
P (1.83, 0.51, 1.14)  0.023
C (2.58, 1.17, -0.37)  0.008
C (2.77, 2.54, -0.54)  0.004
C (3.37, 3.01, -1.71)  0.000
C (3.78, 2.12, -2.69)  0.004
C (3.59, 0.75, -2.52)  0.000
C (2.98, 0.28, -1.36)  0.007
C (3.06, -0.48, 1.98)  0.005
C (2.65, -1.26, 3.05)  0.000
C (3.60, -1.96, 3.79)  0.000
C (4.94, -1.86, 3.47)  0.000
C (5.35, -1.07, 2.40)  0.000
C (4.41, -0.37, 1.65)  0.001
H (-3.03, 5.04, 3.76)  0.000
H (-1.53, 4.95, 4.68)  0.000
H (-2.33, 3.46, 4.14)  0.000
H (-1.90, 6.56, 2.06)  0.000
H (-0.40, 6.04, 1.26)  0.000
H (-0.40, 6.47, 2.97)  0.000
H (-3.73, 5.28, 1.64)  0.000
H (-5.13, 4.27, -0.10)  0.000
H (-4.33, 2.27, -1.33)  0.000
H (-3.03, 0.62, -3.75)  0.000
H (-5.02, -0.60, -4.54)  0.000
H (-6.25, -2.10, -3.01)  0.000
H (-5.49, -2.38, -0.67)  0.000
H (-3.52, -1.15, 0.14)  0.005
H (-0.28, -0.55, -3.19)  0.005
H (1.01, 0.30, -5.11)  0.000
H (1.23, 2.74, -5.48)  0.000
H (0.15, 4.32, -3.92)  0.000
H (-1.17, 3.48, -2.01)  0.000
H (3.32, 1.79, 3.36)  0.000
H (2.78, 3.79, 4.73)  0.000
H (0.70, 5.02, 4.34)  0.000
H (2.47, 3.24, 0.22)  0.000
H (3.53, 4.07, -1.84)  0.000
H (4.25, 2.49, -3.59)  0.000
H (3.91, 0.05, -3.28)  0.000
H (2.83, -0.79, -1.23)  0.004
H (1.60, -1.36, 3.30)  0.000
H (3.28, -2.58, 4.62)  0.000
H (5.68, -2.40, 4.04)  0.000
H (6.40, -0.99, 2.14)  0.000
H (4.73, 0.24, 0.81)  0.000

(2)
Entry from the OMol25 dataset: a cluster of 2 separate species, CH5NO3 in total (wB97M-V/def2-TZVPD).

## Properties
* HOMO: -0.3571 hartree
* structure (SMILES): O=C(O)O.N
* energy above the lowest of the compared OMol25 structures with the same formula, charge and spin: 70.48 kJ/mol
* LUMO level: 0.30 eV

Each line ends with the natural charge from an NBO analysis.
Atoms and positions in Å:
C (-0.88, 0.08, 0.46)  0.981
N (1.93, 0.34, -0.44)  -1.097
O (-0.71, 1.27, 0.69)  -0.629
O (-1.63, -0.39, -0.55)  -0.706
O (-0.62, -0.94, 1.28)  -0.661
H (-1.91, 0.43, -1.01)  0.511
H (-1.00, -1.72, 0.84)  0.500
H (1.56, 0.96, 0.31)  0.385
H (1.77, -0.65, -0.26)  0.360
H (1.48, 0.61, -1.32)  0.357

(3)
Entry from the OMol25 dataset: a structure of composition C8H11BrI2 (wB97M-V/def2-TZVPD).

## Properties
* HOMO (spin up / spin down): -0.2441 / -0.3485 hartree
* ⟨S²⟩: 2.013
* 2S+1: 3
* LUMO level (spin up / spin down): 0.00 / -1.54 eV

Each line ends with the Löwdin spin population.
Atoms and positions in Å:
C (2.95, -0.67, 0.08)  0.701
C (4.32, 0.30, -0.08)  0.716
C (-1.30, 0.51, 0.05)  0.000
C (-0.45, 0.60, -1.30)  0.006
C (-0.40, 0.42, 1.32)  0.007
C (0.80, -0.36, -1.26)  0.034
C (0.77, -0.56, 1.26)  0.043
C (1.63, -0.06, 0.00)  0.082
Br (5.96, -0.37, -0.02)  0.193
I (3.36, -2.73, -0.09)  0.107
I (4.10, 2.36, 0.27)  0.103
H (-1.92, 1.46, 0.22)  0.000
H (-1.88, -0.49, 0.05)  0.000
H (-1.01, 0.40, -2.18)  0.002
H (-0.01, 1.66, -1.58)  0.000
H (-0.02, 1.47, 1.71)  0.001
H (-1.00, 0.09, 2.22)  0.002
H (0.40, -1.32, -1.26)  0.000
H (1.39, -0.01, -2.18)  0.000
H (1.47, -0.41, 2.11)  0.004
H (0.37, -1.50, 1.05)  0.000
H (1.63, 1.02, 0.08)  -0.001

(4)
Entry from the OMol25 dataset: a cluster of 2 separate species, C2H8N2O in total (wB97M-V/def2-TZVPD).

## Properties
* HOMO: -0.3049 hartree
* structure (SMILES): N/C=C/N.O
* energy above the lowest of the compared OMol25 structures with the same formula, charge and spin: 376.52 kJ/mol
* LUMO level: 0.53 eV

Each line ends with the natural charge from an NBO analysis.
Atoms and positions in Å:
C (0.76, 0.12, -0.87)  -0.072
C (0.27, 1.37, -0.73)  -0.052
N (0.89, 2.56, -0.15)  -0.808
N (0.32, -1.08, -0.16)  -0.844
H (1.60, -0.08, -1.52)  0.166
H (-0.81, 1.45, -0.77)  0.166
H (1.76, 2.76, -0.65)  0.349
H (1.35, 2.13, 0.65)  0.363
H (1.15, -1.66, -0.17)  0.366
H (-0.38, -1.58, -0.71)  0.368
H (-1.87, -1.35, 1.71)  0.475
H (-2.34, -2.76, 1.76)  0.462
O (-2.69, -1.87, 1.62)  -0.937

(5)
Entry from the OMol25 dataset: a structure of composition C4H2CuO6 (wB97M-V/def2-TZVPD).

## Properties
* HOMO (spin up / spin down): -0.6795 / -0.6795 hartree
* ⟨S²⟩: 0.753
* charge: +2
* 2S+1: 2
* LUMO level (spin up / spin down): -11.38 / -14.39 eV

Each line ends with the Löwdin spin population.
Atoms and positions in Å:
O (2.90, 1.44, 0.10)  0.178
C (2.23, 0.44, -0.12)  0.012
O (2.60, -0.65, -0.55)  0.150
O (0.81, 0.59, 0.22)  0.003
Cu (4.28, 0.24, -0.58)  0.654
H (0.44, -1.38, -0.15)  0.001
O (-2.28, -1.04, -0.07)  0.000
O (-2.00, 0.93, 0.32)  0.000
O (-3.52, 0.43, -1.37)  0.000
C (0.06, -0.41, 0.18)  0.002
C (-1.35, -0.26, 0.69)  0.000
C (-2.83, 0.15, -0.46)  0.000
H (-1.36, -0.48, 1.77)  0.000

Result set for max |F|: 0.88; 2.81; 4.26; 2.48; 4.12 eV/A, one per record in the order listed.
Result set for E_tot: -135014.68169; -8751.09320; -94713.15681; -7228.42545; -61080.27887 eV, one per record in the order listed.